(1)
A molecular structure, C35H72AlBCl2FLiN12O5PSi2 at a distorted geometry, computed with the ωB97M-V functional and the def2-TZVPD basis.

```
133
Properties=species:S:1:pos:R:3:lowdin_charge:R:1
C 5.739 -2.113 4.568 -0.122
C 5.457 -3.041 3.275 -0.273
C 6.081 -2.381 1.949 -0.194
C 5.031 -1.653 0.920 -0.149
C 3.729 -0.936 1.630 -0.042
C 3.945 0.400 2.448 -0.082
N 5.283 0.982 2.570 0.104
C 2.723 1.181 3.136 0.001
C 2.926 2.555 3.953 -0.066
C 4.067 2.509 5.094 -0.574
N 4.301 1.158 5.691 0.061
N 3.562 3.379 6.229 0.042
N 5.374 3.171 4.664 -0.220
C 1.288 0.524 2.921 0.039
C -0.017 1.276 3.538 -0.219
F -0.025 2.634 2.972 -0.086
C -0.073 1.258 5.146 -0.184
C 0.868 0.157 5.848 -0.108
C 1.071 -0.830 2.109 -0.097
N -0.286 -1.284 1.994 0.143
C -0.443 -2.488 1.202 -0.066
B -1.959 -3.085 0.940 -0.513
O -2.745 -3.354 2.126 0.059
O -2.497 -3.293 -0.387 0.041
C 0.771 -3.234 0.589 -0.389
P 0.373 -4.831 -0.410 0.911
N 0.915 -6.246 0.518 -0.198
O 1.318 -4.729 -1.857 -0.324
N 2.177 -2.865 0.675 -0.114
C 2.263 -1.605 1.450 -0.257
H 6.356 -1.175 4.294 0.052
H 6.290 -2.741 5.372 0.084
H 4.703 -1.794 4.980 0.076
H 6.023 -4.041 3.454 0.112
H 4.372 -3.312 3.195 -0.043
H 6.680 -3.229 1.430 0.115
H 6.832 -1.549 2.254 0.084
H 4.697 -2.327 0.044 0.107
H 5.617 -0.780 0.423 0.102
H 5.189 1.980 2.280 0.101
H 5.955 0.581 1.897 0.069
H 1.961 2.930 4.476 0.104
H 3.179 3.392 3.186 0.126
H 4.812 0.525 5.056 0.024
H 4.940 1.317 6.501 0.097
H 3.263 2.802 7.029 0.064
H 4.294 4.044 6.519 0.074
H 5.290 3.547 3.712 0.013
H 6.082 2.438 4.740 -0.103
H -1.014 0.814 3.170 0.143
H -1.163 0.994 5.448 0.114
H 0.090 2.334 5.520 0.118
H 1.852 0.661 6.143 0.050
H 0.984 -0.820 5.266 0.077
H 0.347 -0.128 6.847 0.085
H -3.249 -2.523 2.342 0.135
H -2.241 -2.550 -0.991 0.082
H 1.830 -6.075 0.972 0.011
H 0.225 -6.380 1.290 0.032
H 2.041 -4.070 -1.717 0.040
C 1.755 7.426 -4.471 -0.202
Si 2.251 7.085 -2.679 0.210
C 1.421 8.403 -1.628 -0.230
C 4.111 7.322 -2.586 -0.194
N 1.751 5.487 -2.254 -0.233
Si 2.048 4.848 -0.676 0.217
C 1.193 5.829 0.687 -0.212
C 3.880 4.729 -0.275 -0.188
C 1.363 3.090 -0.579 -0.187
H 2.068 8.436 -4.758 0.017
H 2.236 6.716 -5.148 0.023
H 0.672 7.355 -4.596 0.014
H 1.586 9.396 -2.057 0.045
H 1.818 8.420 -0.611 0.026
H 0.344 8.226 -1.585 -0.186
H 4.631 6.518 -3.113 0.033
H 4.467 7.353 -1.554 0.006
H 4.396 8.271 -3.055 0.022
H 1.676 6.792 0.859 0.019
H 1.229 5.275 1.632 0.031
H 0.138 6.001 0.441 -0.126
H 4.425 4.243 -1.088 0.032
H 4.029 4.134 0.634 -0.006
H 4.322 5.711 -0.094 0.009
H 1.846 2.447 -1.321 0.024
H 0.284 3.083 -0.758 0.020
H 1.549 2.667 0.414 -0.003
N -2.630 -1.772 -3.255 0.091
C -3.608 -2.691 -3.201 -0.126
C -4.598 -2.821 -4.161 -0.072
C -4.581 -1.950 -5.241 -0.118
C -3.582 -0.989 -5.321 -0.075
C -2.635 -0.943 -4.310 -0.116
H -3.578 -3.345 -2.336 0.093
H -5.362 -3.584 -4.067 0.100
H -5.341 -2.018 -6.015 0.061
H -3.540 -0.292 -6.150 0.100
H -1.833 -0.212 -4.329 0.119
N -5.548 -2.963 -8.866 0.329
H -5.607 -1.935 -8.898 0.107
H -5.376 -3.326 -9.809 0.164
H -4.778 -3.242 -8.247 0.155
H -6.428 -3.344 -8.508 0.145
Cl 7.576 3.733 4.476 -0.200
Li 8.825 1.646 3.585 0.686
Al -1.193 7.589 -0.421 1.020
C -10.411 -0.109 -8.507 -0.097
C -9.720 -1.437 -8.222 -0.264
C -8.548 -1.309 -7.247 -0.191
C -7.447 -0.509 -7.797 -0.237
N -6.583 0.121 -8.228 0.165
H -9.737 0.597 -8.999 0.078
H -11.267 -0.265 -9.167 0.082
H -10.775 0.349 -7.583 0.085
H -9.378 -1.873 -9.167 0.108
H -10.455 -2.129 -7.798 0.117
H -8.175 -2.311 -7.010 0.105
H -8.892 -0.869 -6.305 0.135
Cl 2.371 -3.553 2.613 0.674
C -5.124 -8.745 3.145 -0.017
C -4.645 -7.761 4.180 -0.554
O -4.801 -7.944 5.379 0.028
N -4.019 -6.634 3.735 0.009
C -3.748 -6.251 2.365 -0.081
H -5.602 -9.591 3.639 0.084
H -5.855 -8.269 2.487 0.083
H -4.277 -9.116 2.563 0.083
H -3.722 -6.015 4.475 0.142
H -2.668 -6.135 2.250 0.075
H -4.236 -5.294 2.175 0.075
H -4.109 -6.988 1.652 0.077
O -1.809 0.883 -0.314 -0.311
H -1.497 0.271 0.343 -0.169
```

**DFT total energy**: -125846.311 eV
**Gap between HOMO and LUMO**: 0.0847 hartree
**LUMO level**: -5.32 eV
**Molecular weight**: 962.825 Da
**HOMO level**: -7.6 eV
**Charge**: +1

---

(2)
10 unconnected molecules or ions with the total composition C13H46N14O10 at a distorted geometry, computed with the ωB97M-V functional and the def2-TZVPD basis.

```
83
Properties=species:S:1:pos:R:3:lowdin_charge:R:1
C 4.322 30.851 20.521 -0.056
C 4.963 29.446 20.477 -0.309
O 4.709 28.647 21.627 -0.115
H 3.237 30.870 20.621 0.046
H 4.528 31.439 19.627 0.057
H 4.825 31.300 21.378 0.052
H 5.972 29.375 20.069 0.101
H 4.389 28.930 19.707 0.087
H 4.976 27.752 21.404 0.028
C 5.924 28.112 17.168 -0.102
C 5.053 26.878 17.016 -0.337
O 4.176 26.857 18.097 -0.122
H 5.321 29.019 17.143 0.067
H 6.636 28.172 16.345 0.069
H 6.468 28.068 18.112 0.067
H 5.706 26.006 17.034 0.097
H 4.521 26.985 16.070 0.107
H 4.650 26.568 18.880 0.006
C -0.198 31.596 21.506 -0.166
C -0.061 31.603 23.027 -0.369
O 1.160 32.167 23.425 -0.089
H -0.250 32.616 21.126 0.048
H -1.027 31.079 21.024 0.039
H 0.732 31.115 21.203 0.025
H -0.038 30.600 23.453 0.091
H -0.920 32.108 23.470 0.100
H 1.068 32.471 24.331 0.057
C 3.696 31.322 25.242 -0.848
O 4.580 32.163 25.264 0.017
N 3.730 30.299 24.465 0.199
N 2.676 31.367 25.976 0.165
H 3.028 29.574 24.431 0.096
H 4.454 30.328 23.761 0.104
H 2.086 30.551 25.902 0.112
H 2.227 32.258 26.132 0.118
C 5.862 25.083 20.460 -0.654
O 5.630 26.314 20.265 -0.020
N 5.300 24.324 21.386 0.184
N 6.834 24.498 19.817 0.176
H 4.648 24.690 22.064 0.108
H 5.347 23.316 21.339 0.109
H 7.497 25.076 19.321 0.131
H 7.108 23.584 20.148 0.111
C 7.729 30.809 16.675 -0.833
O 8.939 30.663 16.668 -0.002
N 7.040 31.263 17.679 0.173
N 6.971 30.687 15.662 0.152
H 7.491 31.303 18.582 0.039
H 6.092 31.567 17.510 0.034
H 7.182 30.938 14.707 0.118
H 6.030 30.916 15.948 0.067
C 4.500 26.322 25.574 -0.799
O 5.393 26.552 26.335 0.042
N 3.303 25.840 25.796 0.163
N 4.561 26.652 24.298 0.149
H 2.855 25.663 26.684 0.113
H 2.731 25.718 24.973 0.077
H 3.672 26.836 23.855 0.040
H 5.314 27.294 24.096 0.107
C 3.725 32.827 17.045 -0.738
O 4.619 32.023 16.903 -0.005
N 2.429 32.481 16.855 0.133
N 3.866 34.135 17.181 0.142
H 1.847 33.288 17.032 0.044
H 2.138 31.542 16.624 0.074
H 4.794 34.531 17.132 0.111
H 3.127 34.749 17.491 0.075
C 1.448 27.633 22.332 -0.821
O 1.861 27.090 23.352 -0.015
N 1.809 28.707 21.863 0.194
N 0.566 27.158 21.476 0.142
H 2.268 29.356 22.486 0.101
H 1.570 28.877 20.897 0.080
H 0.256 26.238 21.756 0.103
H 0.350 27.646 20.619 0.050
C 7.968 32.303 21.135 -0.718
O 8.125 31.882 19.965 -0.006
N 8.142 33.554 21.482 0.164
N 7.667 31.537 22.130 0.192
H 7.943 33.908 22.407 0.114
H 8.498 34.087 20.701 0.123
H 7.468 30.547 22.167 0.129
H 7.417 32.150 22.893 0.107
```

**DFT total energy**: -55565.277 eV
**Gap between HOMO and LUMO (alpha / beta)**: 0.0667 / 0.2895 hartree
**LUMO level (alpha / beta)**: 2.08 / 2.00 eV
**Molecular weight**: 558.599 Da
**HOMO level (alpha / beta)**: 0.3 / -5.9 eV
**Charge**: -1
**Multiplicity**: 2

---

(3)
A molecular structure, C18H31Cl4F7KMgN2NaO8P2S3 at a distorted geometry, computed with the ωB97M-V functional and the def2-TZVPD basis.

```
78
Properties=species:S:1:pos:R:3:lowdin_charge:R:1
O -1.519 -3.349 -0.402 -0.553
S -1.346 -3.791 -1.746 0.514
O -2.502 -4.494 -2.192 -0.397
P 0.290 -5.256 -1.973 0.316
S 0.782 -5.766 0.032 0.450
S -0.832 -6.950 -2.655 0.457
C -1.218 -2.259 -2.843 -0.476
F -2.231 -1.512 -2.466 0.177
F -1.403 -2.610 -4.115 0.156
C 0.111 -1.452 -2.637 -0.575
F 1.073 -2.269 -2.162 0.114
F -0.077 -0.447 -1.814 0.210
F 0.502 -0.975 -3.804 0.193
H 0.030 -5.044 0.886 -0.282
H -1.260 -6.419 -3.803 -0.105
O -2.004 -5.599 2.147 -0.112
H -2.919 -5.554 1.835 0.072
H -2.054 -5.213 3.031 0.063
Na -2.518 -6.903 -0.994 0.499
F -5.801 -6.418 -3.620 0.003
C -6.143 -5.133 -3.263 -0.278
C -7.462 -4.826 -3.025 -0.037
C -7.763 -3.520 -2.634 -0.085
C -6.762 -2.567 -2.499 -0.071
C -5.443 -2.911 -2.772 -0.096
C -5.147 -4.197 -3.149 -0.044
H -8.228 -5.582 -3.129 0.109
H -8.791 -3.256 -2.422 0.100
H -7.002 -1.565 -2.175 0.106
H -4.661 -2.182 -2.664 0.078
H -4.112 -4.410 -3.284 0.068
C 5.251 3.823 0.958 -0.050
C 3.998 4.448 0.312 -0.511
C 4.105 4.266 -1.208 -0.141
C 3.885 2.828 -1.684 -0.341
C 2.950 2.021 -0.780 -0.148
C 1.997 2.878 0.060 -0.540
N 2.808 3.774 0.898 -0.253
O 2.049 4.564 1.750 -0.306
C 1.285 1.971 1.016 -0.045
C 0.956 3.534 -0.854 -0.003
C 4.025 5.938 0.598 -0.051
H 5.212 3.973 2.042 0.077
H 6.175 4.280 0.589 0.087
H 5.306 2.748 0.753 0.060
H 3.377 4.912 -1.699 0.109
H 5.080 4.625 -1.549 0.116
H 3.459 2.856 -2.697 -0.127
H 4.849 2.308 -1.768 0.029
H 2.376 1.312 -1.388 0.094
H 3.555 1.401 -0.107 0.104
H 1.973 1.543 1.740 0.045
H 0.798 1.145 0.492 0.082
H 0.522 2.521 1.560 0.056
H 0.393 2.771 -1.400 0.082
H 1.405 4.201 -1.589 0.075
H 0.249 4.111 -0.260 0.078
H 4.940 6.368 0.179 0.084
H 4.013 6.137 1.665 0.078
H 3.172 6.440 0.148 0.087
C -1.518 4.274 4.127 -2.060
Cl -3.144 4.837 4.545 0.505
Cl -1.599 2.569 3.685 0.539
Cl -0.875 5.230 2.803 0.552
Cl -0.467 4.452 5.540 0.506
K -0.723 -3.346 1.610 0.931
F -3.975 -2.592 -0.712 -0.604
O -1.752 -2.894 5.692 -0.251
P -1.070 -1.571 6.028 -0.151
O -0.968 -0.754 4.746 -0.248
O 0.329 -1.803 6.585 -0.168
O -1.842 -0.825 7.102 -0.130
N 3.916 1.845 2.966 0.268
H 4.797 1.503 2.593 0.123
H 3.269 1.068 3.092 0.126
H 4.080 2.297 3.866 0.145
H 3.485 2.559 2.269 0.097
Mg 4.305 1.884 -4.002 0.419
```

**DFT total energy**: -184898.981 eV
**Gap between HOMO and LUMO**: 0.0986 hartree
**Energy relative to the best compared isomer or geometry (same formula, charge and spin)**: 151.5 kJ/mol
**LUMO level**: -2.89 eV
**Molecular weight**: 922.792 Da
**HOMO level**: -5.6 eV

---

(4)
C6H4O in the gas phase at a distorted geometry, computed with the ωB97M-V functional and the def2-TZVPD basis.

```
11
Properties=species:S:1:pos:R:3:lowdin_charge:R:1
C -2.936 0.307 0.023 0.095
C -1.732 0.409 0.031 -0.149
C -0.350 0.629 0.077 -0.063
C 0.479 -0.413 -0.066 -0.371
O 0.059 -1.680 -0.270 0.081
C 1.892 -0.243 -0.021 -0.056
C 3.079 -0.066 0.018 0.154
H -3.686 1.027 0.233 0.036
H -0.027 1.651 0.243 0.132
H -0.914 -1.688 -0.314 0.105
H 4.136 0.068 0.047 0.035
```

**DFT total energy**: -8329.292 eV
**Gap between HOMO and LUMO**: 0.3339 hartree
**Energy relative to the best compared isomer or geometry (same formula, charge and spin)**: 303.8 kJ/mol
**LUMO level**: 0.41 eV
**Molecular weight**: 92.097 Da
**HOMO level**: -8.7 eV

---

(5)
A gas-phase ion, C10H19NP (charge +1) at a distorted geometry, computed with the ωB97M-V functional and the def2-TZVPD basis.

```
31
Properties=species:S:1:pos:R:3:lowdin_charge:R:1
C -3.143 0.931 0.316 -0.050
C -2.633 -0.401 -0.271 -0.454
C -3.654 -1.454 -0.017 -0.089
C -1.216 -0.712 0.252 -0.193
C -0.111 -0.030 -0.491 -0.090
N 1.028 0.119 0.555 0.089
C 2.298 0.512 -0.073 -0.289
C 2.692 1.862 -0.555 -0.047
C 3.627 1.168 0.449 -0.164
C 4.484 0.024 -0.144 -0.465
P 4.169 -1.615 0.692 0.948
C 3.365 -0.796 -0.732 -0.339
H -2.242 1.591 0.599 0.095
H -3.640 0.897 1.256 0.073
H -3.684 1.383 -0.452 0.064
H -2.596 -0.263 -1.277 0.097
H -3.378 -2.528 -0.340 0.109
H -4.521 -1.274 -0.649 0.081
H -3.944 -1.422 1.095 0.115
H -1.169 -0.456 1.322 0.120
H -1.121 -1.894 0.319 0.164
H -0.512 1.047 -0.768 0.183
H 0.358 -0.612 -1.259 0.127
H 1.256 -0.703 1.158 0.184
H 0.563 0.817 1.110 0.162
H 2.344 2.798 -0.135 0.114
H 2.850 2.068 -1.643 0.135
H 3.817 1.631 1.487 0.167
H 5.451 0.287 -0.612 0.123
H 5.242 -2.145 -0.102 -0.043
H 3.458 -1.280 -1.668 0.074
```

**DFT total energy**: -21445.796 eV
**Gap between HOMO and LUMO**: 0.3822 hartree
**Energy relative to the best compared isomer or geometry (same formula, charge and spin)**: 278.3 kJ/mol
**LUMO level**: -2.79 eV
**Molecular weight**: 184.243 Da
**HOMO level**: -13.2 eV
**Charge**: +1

---

(6)
A molecular structure, C13H39B4N3O7 at a distorted geometry, computed with the ωB97M-V functional and the def2-TZVPD basis.

```
66
Properties=species:S:1:pos:R:3:lowdin_charge:R:1
C 7.172 1.122 1.154 -0.010
B 5.981 2.079 0.730 -0.311
O 6.303 3.356 0.296 0.132
B 4.390 1.490 0.846 -0.364
O 3.357 2.226 1.449 0.249
B 2.213 1.423 1.464 -0.308
O 1.837 0.875 0.215 0.195
B 2.844 -0.050 -0.070 -0.349
O 4.147 0.182 0.362 0.203
H 8.097 1.681 1.301 0.064
H 7.292 0.365 0.374 0.072
H 6.956 0.616 2.100 0.067
H 5.654 3.704 -0.315 0.095
H 1.627 1.136 2.453 0.126
H 2.554 -1.043 -0.648 0.118
C -3.802 2.416 0.140 -0.071
C -2.436 1.956 0.635 -0.424
C -1.840 2.843 1.738 -0.205
O -1.302 4.071 1.284 -0.190
C -2.246 5.108 1.094 -0.107
N -1.523 1.836 -0.504 0.053
H -3.730 3.278 -0.524 0.067
H -4.287 1.618 -0.420 0.069
H -4.455 2.679 0.975 0.076
H -2.567 0.959 1.067 0.137
H -0.996 2.302 2.176 0.112
H -2.560 3.018 2.548 0.121
H -3.054 5.057 1.829 0.090
H -2.664 5.083 0.085 0.075
H -1.724 6.057 1.217 0.087
H -0.648 1.429 -0.182 0.053
H -1.267 2.780 -0.782 0.071
C -9.005 -1.355 -0.618 -0.072
C -7.637 -1.799 -0.110 -0.433
C -7.054 -0.887 0.982 -0.207
O -6.528 0.340 0.510 -0.205
C -7.485 1.359 0.289 -0.104
N -6.729 -1.944 -1.252 0.040
H -8.935 -0.508 -1.299 0.064
H -9.482 -2.167 -1.166 0.075
H -9.662 -1.076 0.209 0.077
H -7.763 -2.787 0.342 0.134
H -6.208 -1.406 1.438 0.121
H -7.785 -0.705 1.780 0.119
H -8.302 1.309 1.014 0.091
H -7.888 1.311 -0.725 0.078
H -6.977 2.317 0.401 0.078
H -5.853 -2.347 -0.933 0.071
H -6.475 -1.011 -1.564 0.068
C 5.340 -5.033 -0.961 -0.070
C 5.046 -3.571 -0.641 -0.428
C 5.311 -2.611 -1.809 -0.203
O 6.678 -2.323 -2.041 -0.187
C 7.377 -3.290 -2.802 -0.106
N 5.789 -3.185 0.563 0.051
H 6.408 -5.248 -0.955 0.064
H 4.880 -5.681 -0.215 0.075
H 4.940 -5.312 -1.939 0.078
H 3.979 -3.497 -0.411 0.131
H 4.853 -1.654 -1.555 0.100
H 4.832 -2.960 -2.733 0.123
H 6.736 -3.744 -3.563 0.090
H 7.798 -4.069 -2.162 0.075
H 8.203 -2.784 -3.301 0.087
H 5.507 -2.247 0.837 0.060
H 6.766 -3.084 0.302 0.070
```

**DFT total energy**: -35627.445 eV
**Gap between HOMO and LUMO**: 0.3436 hartree
**LUMO level**: 0.20 eV
**Molecular weight**: 392.717 Da
**HOMO level**: -9.1 eV

---

(7)
A molecular structure, C6H8GaLiO6 at a distorted geometry, computed with the ωB97M-V functional and the def2-TZVPD basis.

```
22
Properties=species:S:1:pos:R:3:lowdin_charge:R:1
Li -1.274 0.737 2.495 0.688
O 0.147 0.107 1.405 -0.281
O -1.914 -0.351 0.669 -0.058
C -2.737 0.134 -0.378 -0.132
C -1.960 1.347 -0.889 -0.122
O -0.621 1.080 -0.507 -0.139
C -0.547 -0.115 0.303 -0.805
H -2.852 -0.638 -1.153 0.138
H -3.715 0.394 0.041 0.132
H -2.294 2.275 -0.399 0.129
H -2.021 1.458 -1.979 0.142
Ga 0.710 1.978 1.049 0.692
O 2.290 1.666 -0.114 -0.260
O -0.041 -1.123 -0.473 0.032
C 1.149 -1.781 0.137 -0.098
C 2.449 -0.989 0.158 -0.191
O 2.710 -0.296 -1.064 -0.119
C 2.639 1.078 -1.165 -0.234
H 1.348 -2.673 -0.477 0.127
H 0.789 -2.287 1.045 0.130
H 3.269 -1.709 0.297 0.131
H 2.474 -0.294 1.000 0.096
```

**DFT total energy**: -71216.181 eV
**Gap between HOMO and LUMO**: 0.2137 hartree
**LUMO level**: -1.01 eV
**Molecular weight**: 252.788 Da
**HOMO level**: -6.8 eV